Record 1
99
Properties=species:S:1:pos:R:3:forces:R:3:mulliken_charge:R:1 method="wB97M-V/def2-TZVPD" smiles=CCO.CCO.CCO.CCO.CCO.CCO.CCO.CCO.CCO.CCO.CCO homo_lumo_gap_ev=9.973 energy_ev=-46400.4876 max_force_ev_per_a=2.96 lumo_energy_ev=0.13 e_homo_ev=-9.843 relative_energy_kcal_mol=144.3
H -3.437348 -33.061497 25.920948 0.4 0.6 0.4 0.26
H 7.679497 -36.091907 34.864901 0.4 0.6 0.3 0.30
H -3.782522 -34.501660 26.774435 -0.1 -0.1 0.2 0.32
C 0.275495 -24.690388 31.741236 0.0 -0.4 -0.7 -1.02
H -5.173783 -29.911940 40.107587 0.5 0.0 -0.8 0.26
H -2.965774 -23.637598 37.712163 -0.7 0.0 -0.2 0.33
H -0.530655 -33.382795 27.668029 -0.2 -0.1 0.0 0.30
H -3.626469 -37.512000 31.950589 0.2 0.1 -0.3 0.21
H 8.143572 -34.046496 34.315493 0.2 0.6 -0.2 0.30
C 4.747789 -28.110288 37.558109 -1.3 -0.4 0.1 -0.21
C 0.080760 -23.369757 32.436257 0.6 -0.8 0.1 -0.16
H -4.478738 -23.101749 39.601882 -0.3 0.1 0.2 0.25
H 0.151774 -30.011074 34.857587 -0.3 0.4 -0.5 0.36
O 5.017813 -28.422097 38.942700 0.6 0.7 -0.8 -0.52
C 0.814765 -36.565459 41.513526 -1.5 0.6 0.3 -0.14
H 0.188018 -23.588241 33.498739 -1.0 0.1 0.5 0.25
H 5.549256 -27.510871 37.126324 0.2 0.1 0.6 0.27
H 5.322238 -35.992471 35.677179 0.0 -0.4 -0.3 0.32
H -3.004680 -32.386404 28.506166 -0.4 -0.5 0.0 0.22
C -4.986810 -30.967448 40.305173 -0.1 0.1 0.5 -0.86
H -8.023696 -31.675218 29.741367 0.5 0.8 -0.3 0.31
H 0.938591 -22.708356 32.314726 -0.2 0.5 -0.8 0.27
C -2.032959 -30.316928 34.338226 1.7 0.5 0.2 -0.22
H -2.343129 -29.334784 34.694989 -0.2 -0.1 0.8 0.29
H 6.782559 -36.217335 33.448287 -0.3 0.2 -0.2 0.23
H -2.953840 -37.007230 33.503494 0.1 0.2 0.1 0.30
C -3.313457 -24.391638 38.418311 0.3 -1.5 -0.2 -1.07
H -2.305828 -34.077058 28.718920 -0.7 0.1 0.3 0.21
H 3.065630 -27.192426 36.375209 0.3 -0.4 -0.2 0.31
H 4.437719 -29.095593 39.305324 -0.2 0.0 -0.5 0.30
H 3.419354 -26.397740 37.843452 0.4 0.2 0.1 0.27
H 0.873890 -37.648625 41.620056 0.5 0.0 -0.2 0.29
H 4.724199 -28.995127 36.922013 0.1 -0.4 0.2 0.23
C 1.006482 -36.052222 40.108014 0.8 0.3 0.0 -1.01
H -9.653196 -31.205417 29.352013 -0.1 0.4 0.0 0.34
H -2.776430 -23.216249 40.052341 0.1 0.4 0.1 0.25
H -4.585710 -38.634862 34.641812 0.3 -0.1 0.0 0.30
H -4.117743 -25.067158 38.126955 -0.5 0.6 -0.7 0.29
C -3.868134 -37.312441 32.994557 0.8 -2.8 0.4 -0.18
H -0.756371 -30.822985 36.024314 -0.1 -0.8 -0.1 0.28
H -4.015696 -30.129734 42.070930 -0.5 -0.1 0.2 0.26
C -3.235849 -27.316998 27.587562 0.2 -0.4 2.1 -0.21
H -0.313281 -31.622641 34.402818 -0.1 -0.3 0.6 0.27
C -3.681647 -25.960352 27.135818 0.1 -0.8 -0.9 -0.93
H -3.073341 -31.278284 41.269682 0.0 -0.7 0.1 0.23
H -2.511001 -25.128395 38.455035 0.5 0.2 0.6 0.30
H 5.702955 -34.338010 35.679987 0.7 0.2 -0.1 0.27
H -5.148287 -39.120501 33.042610 -0.2 0.2 0.0 0.28
C -4.297162 -38.721310 33.594261 0.0 1.3 -0.9 -1.04
H -2.184095 -34.273138 26.162910 0.1 0.1 0.0 0.25
O -1.189196 -32.690280 27.759436 0.7 0.9 0.4 -0.53
H 1.991670 -36.311699 39.720473 -0.1 -0.2 -0.2 0.33
O -1.976457 -27.566092 27.077565 1.8 -0.2 -1.4 -0.53
H 0.957267 -34.963336 40.108628 0.0 0.1 0.1 0.27
C -3.005527 -33.747443 26.649727 -0.6 -0.6 1.2 -0.86
H -6.956584 -29.039599 31.339832 0.6 -0.1 0.5 0.28
H -3.907048 -28.169589 27.484210 -0.4 0.2 -0.7 0.36
C -0.654888 -30.739242 34.942280 -1.0 0.5 -0.1 -1.06
H 0.208951 -36.377387 39.439948 0.1 -0.3 0.1 0.28
O 7.468069 -34.297468 33.681221 0.5 -1.0 0.7 -0.49
H -4.546037 -31.576991 39.516323 -0.2 0.5 -0.4 0.30
O -3.002187 -31.335021 34.582817 0.5 0.7 -0.3 -0.51
H -8.528105 -28.968017 29.890588 0.2 0.0 -0.1 0.28
H -5.996932 -31.332345 40.491147 0.1 -0.3 0.3 0.28
C 5.672401 -35.200881 35.014690 -0.2 -0.1 0.1 -0.86
O -0.531333 -36.175664 41.809441 -1.0 -0.1 0.1 -0.52
C 6.974672 -35.518711 34.262596 -1.2 0.1 -0.2 -0.31
H -3.493646 -39.433518 33.406595 0.2 0.1 0.4 0.33
H -4.741889 -25.858581 27.367439 0.2 0.7 0.0 0.31
C -8.887782 -31.132454 30.124604 -0.6 -0.1 0.1 -1.10
H -9.187535 -31.866838 30.872221 -0.4 0.5 0.6 0.29
C -4.108161 -31.083391 41.551245 -1.1 0.1 0.5 -0.24
H -1.417971 -22.141519 32.561666 -0.2 0.2 -0.1 0.29
H 4.893110 -34.951857 34.294420 -0.1 -0.2 0.0 0.24
H -0.899575 -36.737916 42.494904 0.1 0.0 0.1 0.28
C -2.472532 -33.225892 28.058753 0.8 -0.4 -2.7 -0.16
H -1.854461 -30.073295 33.290902 -0.3 -0.7 -0.5 0.28
H -0.663758 -25.237283 31.823863 0.1 -0.2 0.1 0.27
O -4.720732 -32.043295 42.477906 1.3 0.8 -0.7 -0.52
H -4.029054 -24.470734 41.592652 0.1 0.5 -0.3 0.30
H -4.527618 -32.891007 42.070841 -0.1 -0.3 0.2 0.29
H 0.472782 -24.584121 30.674527 -0.1 0.2 -0.1 0.26
H -4.562637 -35.506708 33.217600 0.1 -0.1 0.0 0.31
H -1.798332 -28.486047 26.868873 -0.3 0.0 0.2 0.29
H 1.365281 -36.035112 42.290557 1.0 -0.3 -0.4 0.22
O -3.893127 -24.769610 40.690544 -0.5 -1.7 0.3 -0.52
C -3.646967 -23.792670 39.739290 0.9 1.3 0.3 -0.13
H -3.496687 -25.954135 26.061638 -0.5 0.2 -0.2 0.26
O -4.882958 -36.403022 33.092682 -1.5 1.1 0.3 -0.51
C -8.580643 -29.698148 30.698207 -0.5 -2.8 -0.9 -0.16
C 3.401504 -27.390204 37.393136 -0.2 0.9 0.6 -0.96
H -2.984147 -25.222651 27.532531 -0.5 0.2 0.3 0.26
H -3.053375 -27.275884 28.661383 -0.5 0.1 0.6 0.20
H 2.571337 -27.846563 37.932272 0.1 -0.6 -0.1 0.30
H -3.821930 -30.961094 34.251462 -0.3 -0.3 0.0 0.30
O -7.340218 -29.919612 31.340691 0.3 1.3 0.1 -0.48
H -9.344231 -29.360789 31.399073 -0.1 -0.1 0.1 0.23
O -1.181220 -22.869089 31.981840 0.8 0.2 0.7 -0.51
H 1.084975 -25.309365 32.128147 0.0 0.2 0.3 0.35

Record 2
108
Properties=species:S:1:pos:R:3:forces:R:3:mulliken_charge:R:1 method="wB97M-V/def2-TZVPD" homo_lumo_gap_ev=6.607 charge=-2 energy_ev=-64836.4375 max_force_ev_per_a=1.98 lumo_energy_ev=3.51 e_homo_ev=-3.096 relative_energy_kcal_mol=0.0
H -1.195116 4.322360 1.988953 0.1 0.6 0.0 0.31
H -0.745505 1.730420 -4.781956 0.1 0.1 0.1 0.29
O -3.840337 -0.745000 -2.045588 0.9 0.2 0.5 -0.71
H -0.206131 3.936153 -4.056823 -0.2 0.2 0.2 0.28
H 2.341721 -4.956230 1.141415 0.4 -0.1 -0.1 0.07
H -3.773300 3.395749 1.369592 -0.9 0.7 -0.1 0.33
H 4.800935 1.636751 -1.364922 -0.1 0.1 0.2 0.41
H 2.265097 2.930483 -3.474564 -0.3 0.0 0.0 0.38
C -0.070296 2.253410 0.842313 -0.1 0.1 -0.3 -0.36
H 4.592244 3.221570 1.508429 0.0 -0.5 -0.2 -0.17
C 0.125299 -5.563876 2.546515 0.0 -0.3 1.2 -0.28
C -2.745696 -1.264412 -2.794251 0.1 -0.6 -0.2 1.21
C 0.691268 1.067586 0.969396 -0.2 2.0 -0.1 0.01
H -6.368227 0.694429 -0.460292 0.1 0.1 0.1 0.30
H -3.087559 -2.327409 2.230534 -0.1 0.0 -0.1 0.16
H 4.995389 3.394015 -1.000556 -0.1 -0.2 0.3 0.20
C 4.547302 2.656192 -1.672133 0.3 -0.1 -1.1 0.07
H 5.043702 3.965263 4.410927 -0.4 0.0 -0.1 0.36
H -1.528710 -4.181754 2.632819 -0.1 -0.1 0.0 -0.37
H 6.182274 2.810198 -3.100867 -0.1 -0.1 0.0 0.41
H -1.969587 -0.529709 -3.033098 -0.3 0.4 0.2 -0.43
H -1.954432 -1.190763 0.469385 0.3 -0.2 0.1 0.64
H -3.482327 -0.362961 -1.199588 -0.5 0.0 -0.5 -0.07
C 4.397489 2.998120 2.564454 0.0 0.7 0.2 0.45
O -4.992428 -2.448516 2.913192 0.4 -0.9 -0.3 -0.59
H 2.613904 -3.332932 0.664300 0.2 0.3 0.2 -0.37
H -0.337037 -4.053715 -0.003472 0.1 0.1 -0.3 0.36
H -3.908295 0.439373 2.170401 -0.3 0.1 -0.1 0.13
H 1.607035 -0.219409 -2.157524 0.0 -0.2 0.1 -0.30
C 5.096889 2.928775 -3.068602 0.1 0.7 0.2 -1.55
H -4.168288 -1.277698 -4.401254 0.2 0.2 -0.3 0.33
O -4.579905 1.814480 -3.038688 0.0 -0.4 -0.1 -0.69
C 0.303928 3.122746 -3.553221 1.1 -0.2 0.1 -0.23
H -1.446846 1.856913 -3.223059 0.2 0.0 0.4 0.15
O -2.519520 5.144211 -1.326983 0.3 -0.6 0.3 -0.76
H 4.899949 5.056472 3.004400 -0.1 0.0 0.0 0.33
C -3.296043 -1.843700 -4.082736 0.1 -0.7 0.1 -1.56
H -0.244824 -6.422612 3.131896 -0.4 -0.1 -0.6 0.44
H -0.381566 -2.595781 -0.438950 0.2 -0.3 -0.1 0.17
H 0.101172 0.931198 -3.526252 0.0 0.2 0.6 0.01
H 4.351262 -0.990495 -3.256347 0.0 0.2 0.1 0.36
C -0.473945 1.840461 -3.719144 -0.5 -0.3 -1.2 -0.43
O 0.603226 -1.314883 1.147467 0.5 0.1 -0.2 0.13
H 2.557768 2.493779 2.306927 0.0 0.3 0.2 0.36
O -3.343478 0.845907 0.122122 -0.7 0.4 0.1 0.32
H -2.506202 -1.909011 -4.833833 -0.2 0.3 -0.2 0.40
O 2.421328 -0.764393 3.459265 0.1 0.1 0.0 -0.78
C -2.153860 0.897786 0.478391 0.8 0.3 -0.6 -1.13
H -0.496667 -6.537204 1.013466 0.0 0.1 -0.4 0.24
H -5.668062 -3.135983 2.916020 -0.1 0.3 0.1 0.30
H 0.467883 3.375262 -2.501942 -0.3 0.1 0.0 0.10
O 1.922076 1.131798 1.131826 0.8 -0.6 0.2 -0.83
C 3.108246 -4.170673 1.146705 0.6 -0.4 -0.2 0.85
O -4.596508 3.922627 1.566224 0.6 -0.3 0.1 -0.71
H -3.697152 -3.962268 2.171294 -0.3 0.0 0.1 0.35
H 2.636718 -3.793759 3.165895 0.3 0.1 0.0 0.21
H -3.612714 -2.883264 -3.935753 -0.2 0.1 0.1 0.36
O 3.037173 3.153572 2.857491 -0.6 -0.4 -0.3 -0.57
C -1.400831 -0.269431 0.606097 0.5 0.5 0.2 0.98
C -0.539277 -4.313545 3.062380 0.4 0.6 -0.1 -0.07
H 3.073038 0.385807 -1.456222 0.1 0.1 -0.3 -0.23
O -0.353424 -3.499221 -0.799984 -0.3 0.2 0.3 -0.74
H -4.252590 4.738904 1.945102 0.1 -0.1 0.0 0.27
C 5.164915 4.052586 3.327128 0.9 -0.3 0.5 -1.45
H 2.202859 -1.569749 -0.458675 0.2 0.1 -0.1 0.12
H 4.436665 -5.448854 0.423513 -0.1 0.0 0.1 0.33
O 3.152309 2.838354 -1.808122 -0.5 0.0 1.0 -0.31
H -3.576027 -3.034041 -0.113120 -0.1 0.0 0.1 0.13
H 2.701421 2.674170 -0.955551 0.2 0.0 -0.4 0.10
H 0.056428 -3.443667 2.768535 -0.2 0.1 0.0 -0.12
H -4.977613 -0.382537 2.891591 0.1 0.2 -0.1 0.37
H 2.792582 -1.523393 -3.831468 0.0 0.1 0.0 0.41
H 4.628330 2.342647 -3.856997 0.0 -0.3 0.2 0.29
H -0.628140 -4.317110 4.150514 0.1 0.0 0.0 0.48
H -3.088995 5.668660 -0.755833 0.0 -0.2 0.0 0.25
H 1.185801 -5.580598 2.828198 0.0 0.3 -0.5 0.14
H -5.322684 2.001042 -2.446687 0.3 0.0 0.2 0.35
H 4.738031 1.997439 2.842693 0.2 -0.1 -0.2 0.26
C 3.301639 -0.688385 -3.335730 0.3 -0.7 -0.6 -1.57
H 4.082452 -4.739026 3.021129 0.2 0.0 -0.3 0.34
H 3.228348 0.169590 -4.004907 -0.1 0.2 0.2 0.33
C 3.559136 -3.893425 2.564015 -1.4 0.1 0.7 -1.02
H -4.563594 -1.660587 0.277714 -0.2 0.1 0.3 -0.04
O -0.801755 5.071801 2.492062 -0.2 -0.4 0.1 -0.72
C -0.022674 -0.256490 0.913350 -1.0 -1.5 0.1 -0.69
H -2.302708 4.345097 -0.763927 -0.4 1.1 -0.6 0.40
H -5.259691 -3.327233 0.311441 -0.1 0.2 -0.1 0.52
H 1.634837 -1.267720 3.207161 0.2 0.2 -0.2 0.33
H 6.241410 3.891599 3.174378 -0.1 0.2 -0.2 0.38
H 2.533339 -0.155858 2.703891 -0.2 -0.3 0.1 0.30
O -2.136409 3.330334 0.633326 0.2 -0.6 0.2 -0.78
H -5.105396 1.381953 0.092301 -0.8 0.4 -0.2 0.34
O -6.044437 1.558349 -0.178902 0.5 -0.4 -0.1 -0.76
O -4.687037 0.529158 2.737468 0.1 -0.4 0.2 -0.70
C -3.974729 -2.918701 1.985328 0.0 1.0 0.2 -0.37
C -1.444193 2.284282 0.660086 -0.5 -1.0 0.1 0.44
H -4.236293 0.951250 -2.716855 -0.4 0.5 -0.1 0.40
H 0.388008 3.238651 0.839495 0.4 -0.2 0.2 0.82
O -0.067627 -5.686706 1.140214 0.1 -0.6 0.5 -0.50
O 4.245787 -4.513965 0.327339 -0.3 0.1 -0.2 -0.58
H -2.230863 -2.069753 -2.254971 -0.1 0.1 0.2 0.15
O 2.844452 -1.607600 -1.190313 -0.4 -0.6 0.2 -0.69
H -0.316382 4.652429 3.212282 0.0 0.0 -0.2 0.29
C 2.666486 -0.471327 -1.998557 -0.4 0.8 0.5 1.40
H 4.854720 3.974268 -3.289676 0.2 -0.1 -0.1 0.33
C -4.393382 -2.699141 0.543547 0.6 -0.7 -0.2 -0.47
O 1.605739 3.028716 -4.178589 -0.2 0.0 -0.1 -0.60
H 4.087309 -2.958670 2.723190 0.2 0.0 -0.3 0.28